# 1
{
  "formula": "C32H20ClN7O2SeTa",
  "method": "the ωB97M-V functional and the def2-TZVPD basis",
  "charge": 1,
  "homo_lumo_gap_ha": 0.2057,
  "largest_force_ev_per_a": 4.1,
  "species": ["Ta", "Se", "N", "C", "C", "C", "C", "C", "N", "C", "C", "N", "C", "C", "C", "C", "C", "N", "H", "H", "H", "H", "H", "H", "O", "N", "O", "C", "C", "C", "C", "C", "C", "N", "C", "C", "N", "C", "C", "C", "C", "H", "H", "H", "H", "H", "H", "H", "C", "C", "C", "C", "C", "C", "C", "H", "H", "H", "H", "H", "Cl", "C", "H", "H"],
  "coordinates": [[-0.236, -0.030, -0.111], [1.020, 2.746, 7.281], [1.883, 1.556, 6.288], [1.269, 1.531, 5.140], [1.707, 0.699, 4.013], [2.815, -0.139, 4.079], [3.175, -0.856, 2.961], [2.438, -0.692, 1.798], [1.380, 0.120, 1.712], [0.996, 0.776, 2.822], [-0.224, 1.579, 2.719], [-0.905, 1.456, 1.574], [-1.996, 2.201, 1.397], [-2.457, 3.086, 2.363], [-1.780, 3.186, 3.558], [-0.638, 2.414, 3.748], [0.133, 2.410, 4.995], [-0.167, 3.148, 6.025], [3.367, -0.215, 5.009], [4.023, -1.527, 2.969], [2.708, -1.231, 0.901], [-2.501, 2.075, 0.449], [-3.344, 3.674, 2.169], [-2.109, 3.849, 4.350], [3.570, -2.777, -6.354], [3.796, -2.602, -5.178], [4.902, -2.603, -4.667], [2.650, -2.259, -4.296], [1.463, -2.774, -4.630], [0.298, -2.490, -3.843], [-0.982, -2.921, -4.215], [-2.053, -2.522, -3.463], [-1.834, -1.737, -2.330], [-0.625, -1.354, -1.930], [0.432, -1.710, -2.700], [1.713, -1.168, -2.352], [1.738, -0.359, -1.267], [2.858, 0.301, -1.004], [4.014, 0.146, -1.763], [4.021, -0.721, -2.824], [2.835, -1.397, -3.156], [1.379, -3.391, -5.515], [-1.110, -3.539, -5.097], [-3.064, -2.801, -3.727], [-2.663, -1.392, -1.736], [2.825, 0.987, -0.169], [4.900, 0.710, -1.506], [4.919, -0.871, -3.404], [-0.384, 1.495, -1.240], [-0.534, 2.640, -2.128], [-1.579, 2.700, -3.060], [-1.704, 3.775, -3.926], [-0.792, 4.824, -3.871], [0.246, 4.787, -2.949], [0.375, 3.704, -2.091], [-2.292, 1.882, -3.088], [-2.517, 3.804, -4.642], [-0.895, 5.669, -4.540], [0.956, 5.604, -2.902], [1.185, 3.667, -1.369], [-0.602, -2.106, 1.224], [-2.021, -1.069, 0.708], [-2.480, -0.683, 1.614], [-2.725, -1.724, 0.209]],
  "atomic_forces_ev_per_a": [[1.042, 3.511, -1.811], [0.077, 0.193, 0.566], [-0.084, 0.093, 0.017], [-0.066, -0.135, -0.467], [0.012, 0.154, 0.310], [0.040, 0.046, 0.225], [0.061, -0.052, -0.096], [-0.088, 0.048, 0.069], [-0.228, -0.151, -0.355], [-0.164, 0.113, -0.199], [0.291, -0.200, -0.126], [-0.118, -0.329, -0.335], [-0.042, 0.002, 0.049], [-0.093, 0.011, -0.111], [0.036, 0.107, 0.207], [0.084, 0.122, 0.364], [-0.065, -0.170, -0.468], [0.102, -0.077, 0.063], [-0.016, 0.008, -0.055], [-0.047, 0.019, -0.008], [-0.036, -0.050, 0.044], [0.019, 0.002, 0.009], [0.063, -0.048, 0.007], [0.005, -0.049, -0.057], [-0.114, -0.245, 0.275], [0.209, 0.761, -0.061], [-0.200, -0.352, -0.079], [0.399, -0.103, -0.047], [-0.398, -0.177, -0.085], [0.069, -0.139, -0.306], [0.067, -0.120, -0.181], [-0.128, 0.048, 0.103], [0.108, -0.037, -0.097], [-0.173, -0.060, 0.263], [0.082, 0.102, 0.159], [-0.162, -0.027, 0.101], [-0.240, -0.151, 0.241], [0.016, 0.099, -0.130], [0.011, 0.130, 0.122], [0.089, -0.022, -0.123], [0.270, -0.035, -0.089], [-0.016, 0.009, -0.004], [0.011, 0.056, 0.061], [0.037, 0.019, 0.024], [-0.043, 0.016, -0.006], [0.024, 0.004, -0.032], [-0.049, -0.014, 0.003], [-0.079, 0.035, 0.037], [-0.179, -0.892, 0.968], [0.072, -0.475, 0.240], [-0.129, -0.051, -0.063], [-0.022, -0.043, 0.037], [-0.022, -0.028, 0.015], [0.034, -0.039, 0.053], [0.155, 0.086, 0.068], [0.020, 0.067, -0.031], [0.044, -0.014, 0.045], [0.009, -0.024, 0.008], [-0.036, -0.054, 0.011], [-0.037, 0.032, -0.057], [-0.338, -1.531, 0.920], [-0.243, 0.186, -0.343], [0.064, -0.039, 0.109], [0.036, -0.143, 0.028]],
  "nbo_charge": [1.12, 0.99, -0.59, 0.10, -0.01, -0.11, -0.24, 0.07, -0.46, 0.16, 0.24, -0.44, 0.10, -0.23, -0.10, -0.09, 0.11, -0.59, 0.25, 0.24, 0.22, 0.24, 0.24, 0.25, -0.34, 0.53, -0.37, 0.04, -0.14, -0.02, -0.13, -0.23, 0.09, -0.46, 0.22, 0.12, -0.45, 0.07, -0.24, -0.13, -0.01, 0.26, 0.24, 0.24, 0.23, 0.23, 0.24, 0.26, -0.34, -0.20, -0.18, -0.21, -0.20, -0.23, -0.13, 0.21, 0.22, 0.22, 0.22, 0.20, -0.01, -0.73, 0.22, 0.21]
}



# 2
{
  "formula": "C32H21AsClNO6Tc",
  "method": "the ωB97M-V functional and the def2-TZVPD basis",
  "multiplicity": 4,
  "charge": 2,
  "homo_lumo_gap_ha": [0.2258, 0.2201],
  "largest_force_ev_per_a": 0.3,
  "s2": 3.801,
  "species": ["Tc", "O", "C", "C", "C", "C", "C", "C", "C", "O", "N", "O", "O", "H", "H", "H", "H", "Cl", "C", "C", "C", "C", "C", "C", "C", "O", "O", "H", "H", "H", "H", "C", "C", "C", "C", "C", "C", "As", "C", "C", "C", "C", "C", "C", "C", "C", "C", "C", "C", "C", "H", "H", "H", "H", "H", "H", "H", "H", "H", "H", "H", "H", "H"],
  "coordinates": [[-0.205, -0.498, 0.028], [-0.098, -0.072, 1.981], [0.902, 0.247, 2.685], [2.222, 0.408, 2.213], [3.206, 0.842, 3.127], [4.486, 1.002, 2.685], [4.855, 0.727, 1.365], [3.913, 0.299, 0.457], [2.586, 0.142, 0.863], [1.692, -0.244, -0.031], [5.515, 1.484, 3.633], [5.142, 1.721, 4.759], [6.642, 1.576, 3.211], [0.697, 0.410, 3.745], [2.960, 1.052, 4.160], [5.891, 0.857, 1.079], [4.176, 0.084, -0.569], [-4.865, -5.799, -4.285], [-3.948, -4.645, -3.422], [-2.727, -4.217, -3.947], [-1.989, -3.290, -3.252], [-2.468, -2.793, -2.029], [-3.699, -3.228, -1.513], [-4.438, -4.155, -2.209], [-1.695, -1.841, -1.303], [-2.034, -1.333, -0.160], [-0.537, -1.394, -1.712], [-2.379, -4.619, -4.888], [-1.039, -2.946, -3.639], [-4.060, -2.837, -0.572], [-5.387, -4.510, -1.834], [-4.507, 3.595, -2.034], [-3.385, 3.720, -2.841], [-2.167, 3.200, -2.428], [-2.101, 2.561, -1.193], [-3.224, 2.418, -0.379], [-4.430, 2.945, -0.807], [-0.419, 1.924, -0.579], [1.048, 2.337, -1.714], [1.264, 1.950, -3.026], [2.445, 2.347, -3.640], [3.378, 3.099, -2.937], [3.158, 3.465, -1.615], [1.983, 3.081, -0.981], [1.611, 3.395, 0.419], [2.378, 4.130, 1.318], [1.897, 4.372, 2.596], [0.650, 3.902, 2.998], [-0.131, 3.164, 2.119], [0.363, 2.918, 0.848], [-5.451, 4.007, -2.362], [-3.454, 4.229, -3.793], [-1.290, 3.312, -3.051], [-3.167, 1.903, 0.573], [-5.310, 2.851, -0.186], [0.539, 1.354, -3.566], [2.637, 2.069, -4.667], [4.291, 3.408, -3.427], [3.899, 4.055, -1.093], [3.341, 4.526, 1.025], [2.495, 4.952, 3.287], [0.284, 4.121, 3.992], [-1.102, 2.797, 2.429]],
  "atomic_forces_ev_per_a": [[0.254, 0.035, 0.131], [-0.149, -0.138, 0.055], [0.125, 0.110, -0.046], [0.022, -0.058, 0.017], [0.018, 0.002, -0.051], [-0.055, 0.070, -0.017], [-0.010, -0.009, 0.020], [-0.063, 0.024, 0.059], [0.080, 0.194, 0.105], [0.012, -0.177, -0.052], [-0.032, -0.285, 0.040], [-0.016, 0.121, 0.046], [0.059, 0.108, -0.046], [0.035, 0.004, -0.005], [0.002, 0.003, 0.011], [0.004, 0.002, -0.002], [-0.012, -0.009, -0.014], [-0.001, 0.003, 0.002], [0.008, 0.008, 0.022], [-0.037, 0.012, 0.026], [0.012, -0.001, 0.041], [-0.043, 0.047, -0.028], [0.035, -0.011, 0.001], [0.019, 0.000, -0.038], [-0.291, 0.018, -0.178], [-0.107, -0.038, 0.095], [0.164, 0.056, -0.078], [0.001, -0.001, -0.006], [0.002, -0.004, 0.000], [0.002, 0.001, 0.007], [-0.006, 0.000, 0.001], [-0.009, -0.004, 0.013], [0.015, 0.003, 0.000], [0.021, 0.025, -0.003], [-0.070, -0.168, 0.036], [0.004, -0.053, -0.001], [0.004, 0.005, -0.003], [-0.015, 0.268, -0.174], [0.046, -0.042, 0.055], [0.011, -0.011, -0.013], [0.007, 0.007, 0.001], [-0.010, -0.022, -0.032], [-0.089, -0.010, 0.038], [0.014, -0.024, -0.059], [-0.039, -0.017, 0.049], [-0.046, -0.051, -0.046], [-0.019, 0.004, 0.029], [-0.001, -0.004, 0.012], [0.030, -0.020, 0.002], [0.110, 0.001, -0.033], [-0.005, -0.002, -0.004], [0.003, 0.000, -0.003], [0.003, -0.006, 0.013], [0.002, 0.003, 0.001], [0.000, -0.001, 0.004], [-0.005, 0.007, 0.003], [-0.004, 0.002, -0.003], [0.005, -0.001, -0.006], [0.008, 0.006, 0.011], [0.015, 0.001, -0.009], [0.005, 0.000, 0.013], [-0.006, 0.007, 0.002], [-0.018, 0.014, -0.011]],
  "nbo_charge": [1.47, -0.62, 0.48, -0.31, -0.07, -0.01, -0.07, -0.29, 0.49, -0.66, 0.53, -0.35, -0.33, 0.21, 0.27, 0.28, 0.26, 0.11, 0.05, -0.24, -0.09, -0.28, -0.05, -0.26, 0.79, -0.64, -0.63, 0.26, 0.24, 0.24, 0.26, -0.15, -0.17, -0.23, -0.28, -0.23, -0.18, 1.30, -0.37, -0.13, -0.20, -0.15, -0.18, -0.08, 0.05, -0.20, -0.16, -0.19, -0.21, -0.39, 0.24, 0.24, 0.23, 0.22, 0.24, 0.23, 0.25, 0.24, 0.23, 0.24, 0.25, 0.25, 0.24]
}



# 3
{
  "formula": "C32H21Br2Cl3N6O4PtS2",
  "method": "the ωB97M-V functional and the def2-TZVPD basis",
  "homo_lumo_gap_ha": 0.2407,
  "largest_force_ev_per_a": 0.4,
  "species": ["Pt", "Br", "C", "C", "C", "Br", "C", "C", "C", "C", "N", "C", "C", "O", "H", "H", "H", "H", "O", "S", "O", "O", "C", "N", "C", "C", "C", "N", "C", "C", "C", "N", "C", "C", "H", "H", "H", "H", "H", "H", "Cl", "C", "Cl", "Cl", "C", "N", "N", "S", "C", "C", "C", "C", "C", "C", "C", "C", "C", "C", "C", "C", "H", "H", "H", "H", "H", "H", "H", "H", "H", "H", "H"],
  "coordinates": [[1.266, 1.582, -0.249], [2.066, 6.215, 1.743], [2.279, 5.587, -0.019], [2.725, 6.477, -1.007], [2.890, 6.072, -2.303], [3.502, 7.314, -3.592], [2.610, 4.738, -2.674], [2.729, 4.204, -3.976], [2.427, 2.891, -4.205], [1.998, 2.084, -3.141], [1.872, 2.555, -1.920], [2.168, 3.865, -1.661], [1.993, 4.262, -0.302], [1.588, 3.383, 0.577], [2.940, 7.499, -0.729], [3.059, 4.844, -4.782], [2.506, 2.459, -5.192], [1.754, 1.041, -3.295], [-4.014, -4.061, -3.740], [-3.595, -5.409, -3.410], [-3.918, -6.422, -4.381], [-3.817, -5.773, -2.017], [-1.769, -5.298, -3.404], [-1.027, -6.378, -3.649], [0.281, -6.248, -3.478], [0.882, -5.070, -3.048], [0.020, -4.002, -2.840], [-1.291, -4.123, -3.030], [0.421, -2.670, -2.316], [1.634, -2.413, -1.683], [1.845, -1.181, -1.099], [0.934, -0.198, -1.148], [-0.214, -0.418, -1.812], [-0.506, -1.627, -2.393], [0.881, -7.129, -3.682], [1.952, -5.007, -2.905], [2.394, -3.175, -1.586], [2.755, -0.959, -0.559], [-0.916, 0.404, -1.830], [-1.454, -1.801, -2.882], [-0.812, 3.647, 5.975], [0.166, 4.371, 4.683], [0.211, 6.128, 4.882], [1.804, 3.704, 4.717], [-0.459, 4.044, 3.402], [-0.955, 3.746, 2.412], [0.730, 0.754, 1.543], [-0.850, 0.643, 1.878], [-1.565, -0.837, 1.181], [-2.708, -0.676, 0.411], [-3.296, -1.793, -0.173], [-2.732, -3.047, 0.006], [-1.582, -3.192, 0.779], [-0.993, -2.089, 1.372], [-0.872, 0.191, 3.609], [-2.053, -0.302, 4.152], [-2.093, -0.610, 5.500], [-0.966, -0.426, 6.294], [0.199, 0.078, 5.741], [0.252, 0.399, 4.390], [1.214, -0.108, 1.783], [-3.136, 0.311, 0.275], [-4.188, -1.685, -0.775], [-3.183, -3.915, -0.462], [-1.153, -4.176, 0.922], [-0.115, -2.206, 1.998], [-2.924, -0.457, 3.528], [-3.006, -0.998, 5.932], [-1.002, -0.676, 7.345], [1.072, 0.235, 6.360], [1.144, 0.828, 3.955]],
  "atomic_forces_ev_per_a": [[-0.080, 0.124, 0.040], [0.002, -0.024, 0.007], [-0.019, -0.078, 0.034], [-0.001, -0.022, -0.048], [0.014, 0.030, 0.009], [-0.010, -0.004, 0.007], [-0.015, 0.008, 0.000], [-0.003, -0.020, 0.002], [-0.002, 0.011, 0.019], [-0.005, -0.023, -0.031], [-0.007, -0.029, -0.015], [0.011, 0.040, -0.005], [0.018, 0.061, 0.014], [0.027, -0.052, 0.078], [-0.003, 0.002, 0.000], [0.005, 0.001, 0.002], [0.006, -0.001, -0.005], [-0.005, 0.009, 0.020], [0.022, 0.048, 0.013], [0.049, 0.078, -0.130], [0.028, -0.038, 0.012], [0.050, 0.019, 0.223], [-0.208, -0.075, 0.013], [0.124, -0.050, -0.005], [-0.071, 0.001, -0.012], [-0.132, 0.156, -0.030], [-0.101, -0.247, 0.052], [0.274, 0.252, 0.153], [-0.038, 0.158, -0.037], [-0.133, -0.113, 0.038], [-0.041, 0.035, 0.014], [0.095, -0.101, -0.120], [0.025, 0.030, 0.141], [0.112, -0.165, -0.051], [0.013, 0.007, -0.003], [0.017, 0.008, -0.010], [0.001, -0.006, -0.008], [0.007, 0.015, -0.024], [0.022, 0.018, -0.029], [-0.038, -0.004, 0.014], [0.012, -0.005, -0.017], [-0.048, 0.005, 0.049], [0.017, -0.012, 0.002], [0.015, 0.038, -0.010], [0.023, -0.103, -0.074], [-0.051, 0.093, 0.062], [-0.005, -0.009, -0.084], [-0.012, -0.115, -0.011], [0.094, 0.079, -0.046], [-0.042, 0.001, 0.016], [-0.002, 0.035, 0.008], [-0.034, -0.047, -0.070], [0.044, 0.002, -0.017], [0.011, 0.011, 0.059], [0.003, 0.068, -0.011], [-0.008, -0.006, 0.001], [-0.004, 0.011, 0.004], [-0.007, -0.010, 0.011], [0.009, 0.008, 0.002], [-0.001, 0.045, -0.005], [0.001, -0.016, -0.011], [0.004, 0.004, -0.011], [0.007, -0.027, -0.031], [-0.045, -0.081, -0.123], [-0.004, 0.002, -0.014], [0.012, 0.012, -0.014], [-0.003, -0.011, -0.001], [-0.003, -0.007, 0.000], [-0.002, 0.004, 0.006], [0.005, 0.000, 0.001], [0.005, -0.023, -0.016]],
  "lowdin_charge": [1.14, 0.81, -0.59, -0.16, -0.63, 0.79, -0.18, -0.01, -0.02, -0.09, -0.07, -0.14, -0.41, -0.27, 0.10, 0.09, 0.11, 0.11, -0.37, 0.39, -0.34, -0.37, -0.33, 0.14, -0.11, 0.00, -0.23, 0.15, -0.11, 0.01, -0.12, -0.17, -0.12, 0.02, 0.11, 0.10, 0.12, 0.11, 0.12, 0.13, 0.63, -1.61, 0.61, 0.63, -0.41, 0.21, -0.46, 1.05, -0.44, -0.10, -0.04, -0.03, -0.05, -0.08, -0.38, -0.07, -0.06, -0.07, -0.08, -0.11, 0.02, 0.11, 0.12, 0.10, 0.12, 0.12, 0.12, 0.11, 0.11, 0.11, 0.08]
}